This record from the OMol25 dataset describes C44H132MgN4O32Pt2 as an isolated structure in a non-equilibrium geometry. The level of theory is ωB97M-V with the def2-TZVPD basis set.

XYZ file:
```
215
Properties=species:S:1:pos:R:3:forces:R:3
Pt 14.178024 12.671652 26.542112 -1.0096 -1.4827 1.4736
Pt 12.867503 9.996771 28.238713 0.8076 1.2404 -1.1337
Mg 11.051077 14.088416 28.057056 0.3479 -0.2198 1.0061
O 15.754832 14.316112 26.630231 0.9220 0.2645 0.0511
O 9.898297 11.423042 31.768293 -0.1574 -0.3881 0.1711
O 9.871788 17.957960 30.027559 -0.1455 0.8852 0.8618
O 12.242922 16.763702 23.377532 0.5831 0.7736 -0.5214
O 13.796443 9.030423 21.683652 -0.2587 -0.1768 -1.1075
O 11.101984 10.763727 29.248320 -0.8801 -0.3288 0.1752
O 13.989915 11.889234 28.860057 -0.0770 0.6918 -0.5738
O 13.991001 6.443282 29.111975 -0.0862 -0.9226 0.6282
O 14.643231 6.544456 25.254296 0.3193 -0.8488 -0.4197
O 11.439549 8.329703 27.693469 -0.4170 -0.4550 -0.9080
O 14.352421 8.716051 27.192146 1.2783 0.7602 -0.3110
O 9.782184 12.820872 27.329479 0.4254 -0.9922 -0.7807
O 15.822059 11.413724 25.857993 -0.3816 -0.4348 -0.3422
O 9.948726 15.255247 31.832175 -0.3645 0.2290 1.1527
O 12.689165 14.428906 26.997272 -1.6072 -0.3863 0.1695
O 5.373654 9.761644 29.588133 -0.1125 0.0575 0.6185
O 7.075826 9.562349 27.283729 0.1780 0.4424 0.2607
O 4.945887 14.823039 25.589283 -1.8148 1.4247 0.1742
O 15.710298 11.042267 22.659961 -0.0932 0.1568 -0.8685
O 13.913242 13.381422 24.462768 -0.0755 0.3496 -1.0233
O 12.345554 11.170581 26.376907 -1.2003 0.6644 -0.5046
O 7.488942 14.086724 26.383961 -1.1352 0.5556 -0.4602
O 13.216080 9.210724 30.249109 0.5562 -0.4212 1.3809
O 7.945010 13.186767 30.075988 -0.6464 -0.1147 0.1347
O 7.795612 9.520359 31.428308 0.1000 -0.6219 0.2544
O 10.763110 14.539370 23.550071 0.9345 -0.2261 0.9176
O 9.565129 6.995243 29.426462 0.1513 -0.2176 -0.3155
O 10.481845 15.976842 28.177294 0.5574 0.1490 -0.0132
O 7.675036 16.849435 28.016429 -0.8393 0.6457 -0.0075
O 13.220103 8.883023 24.369890 -0.5819 -0.3395 -0.7802
O 8.269944 6.792117 21.553797 0.5019 -0.6736 1.3235
O 11.289018 13.642908 29.962817 1.7831 -0.4403 -0.3586
N 4.309507 15.930511 26.303437 0.7740 1.4441 -0.2487
N 10.102561 14.373552 22.375875 -3.2222 -0.4171 -2.4896
N 8.102358 7.268892 20.291893 -2.0876 1.3058 -2.2617
N 6.161163 8.943012 26.466970 -2.2355 -1.3134 -1.5627
C 2.368697 17.764438 27.436841 1.4788 -0.1044 0.0594
C 4.331198 9.119923 24.788731 0.5460 -1.8019 -1.1033
C 9.927894 13.499746 20.066703 2.7669 0.4898 0.0259
C 7.511025 6.288271 19.357529 -1.0896 -0.3129 -0.3347
C 3.202997 18.229735 26.185340 -1.2239 -1.4108 2.7706
C 11.124373 11.356365 25.629954 0.8149 0.9995 1.4907
C 8.595809 8.876030 18.536096 -0.1380 0.1115 -1.0796
C 8.115822 7.897906 17.425145 -0.8065 -0.1708 1.8905
C 2.377773 14.559036 27.150276 0.1990 -0.5023 0.4189
C 5.699670 6.989493 24.861726 1.0800 2.0666 0.6269
C 7.022109 6.992788 18.088734 1.2482 0.3162 -0.5560
C 5.021414 8.027861 23.939246 -0.4810 -0.5897 0.6333
C 11.688432 12.560717 21.644012 -0.6741 0.6799 0.6649
C 6.076361 10.859263 24.713935 1.1000 0.6391 0.4721
C 4.441489 10.637056 26.594536 -0.4153 0.2881 1.8216
C 8.003257 15.274954 23.466639 0.3286 -0.9260 0.2711
C 3.594411 15.477113 27.499070 -0.0430 -1.5228 0.5648
C 13.964701 12.944791 29.793035 -1.6855 0.8698 -0.4384
C 3.755591 17.017472 25.419582 -0.0950 0.8496 -2.5598
C 9.764907 11.841740 26.293353 0.1067 0.2028 1.8873
C 6.160390 5.650137 19.994620 1.9511 0.9087 -0.0559
C 6.728819 7.678099 25.896760 -0.3655 0.0765 -1.7209
C 8.962731 14.595695 19.793551 -2.4335 -0.4805 0.5294
C 10.482773 7.577400 19.687873 1.0800 0.2487 0.2935
C 16.094416 10.037268 25.761613 -0.6855 0.7843 1.0303
C 8.515278 5.206209 18.963600 0.1950 -0.7104 0.4535
C 6.825242 6.677948 27.044416 0.4667 0.3524 0.1925
C 8.058687 7.964887 25.098014 -0.8160 -0.9944 0.5939
C 8.910801 15.315089 22.246657 0.1855 0.6015 -0.6390
C 11.994556 14.833622 20.683408 -0.9067 -0.3154 0.2742
C 8.038238 14.894642 21.042446 1.4096 -1.2764 -1.5160
C 9.086487 8.269051 19.875153 1.7262 -0.7665 -1.3603
C 4.895078 17.743117 24.562435 0.1657 -1.4111 0.5830
C 3.055113 16.648193 28.306605 -0.5928 2.0351 -0.5916
C 2.661694 16.508717 24.393110 0.2741 -0.7327 0.7049
C 10.879958 13.858392 21.239613 1.7252 -0.8117 -0.2477
C 11.186915 16.503264 27.100784 -0.4197 -0.6762 -1.1525
C 4.594527 14.719711 28.465472 0.0769 -0.6834 -0.8749
C 9.350554 16.779938 22.050294 1.3390 -0.0940 -0.5552
C 12.558161 15.812871 26.731699 0.9155 -0.6116 1.1136
C 5.320144 9.899056 25.628633 0.3557 -0.5923 -0.1388
C 9.243872 9.355214 20.939654 -0.8252 -0.3947 0.7923
C 15.727375 9.134203 26.983148 -0.3513 0.3309 -0.8626
C 12.581880 13.416380 30.578541 -1.0502 -1.5788 -0.1669
H 8.614980 16.701381 28.120432 0.9458 -0.5537 0.0984
H 5.356644 17.038902 23.870231 0.2354 -0.0563 0.1442
H 7.675313 10.019071 26.689062 0.7184 0.5046 0.0931
H 2.385231 17.221590 23.616276 0.2784 0.2451 0.1237
H 3.564125 11.155598 26.207955 0.3920 0.2542 -0.6112
H 13.552065 8.990149 22.608254 -0.0465 -0.1582 0.7780
H 8.210678 10.376239 31.535187 0.2841 0.3084 -0.2110
H 10.996647 10.405957 25.111780 -0.8310 0.0725 -0.4993
H 5.866890 14.936789 25.835064 0.5234 -0.0015 0.1882
H 6.456009 5.066551 20.866480 -0.3012 -0.1074 -0.0217
H 14.112412 9.047613 30.542743 0.4387 0.2537 -0.1083
H 6.181392 6.199556 24.285498 0.4099 0.1075 0.0544
H 4.003643 18.880527 26.536825 0.1401 -0.1560 -0.0019
H 8.425915 15.716820 24.368974 0.0111 0.2061 -0.1754
H 15.736842 14.987731 25.948449 -0.2314 0.1387 -0.3108
H 10.679220 6.831092 20.457632 -0.5820 -0.3934 -0.0699
H 12.705272 15.195165 21.426567 -0.3210 0.0783 0.2841
H 12.335380 12.631302 31.293375 0.5793 -0.9842 0.4076
H 5.574554 8.574069 23.175189 0.8415 -0.4797 0.0829
H 14.785420 12.805849 30.496747 -0.2389 -0.2530 0.9059
H 8.420645 14.176065 18.946113 -0.8393 0.4709 -0.0722
H 9.348292 15.549441 19.433273 0.6878 -0.1903 0.1344
H 10.649494 13.668161 23.936972 0.1352 -0.0249 0.9169
H 12.679053 9.656624 24.528126 -0.0655 0.4625 0.4376
H 11.103762 11.855554 22.234778 -0.3369 -0.0060 -0.0133
H 5.186251 13.929089 28.004079 -0.2086 0.0206 -0.7666
H 4.965203 11.288075 27.294540 0.1670 0.3229 -0.2966
H 6.757514 6.213546 17.373983 -0.3475 -0.0824 0.0351
H 12.089292 12.000495 20.799284 -0.0603 0.2946 -0.2114
H 14.444854 7.229872 25.892325 -0.1370 0.6508 0.8274
H 4.350799 7.368086 23.388720 -0.6865 0.5720 -0.2746
H 10.751340 7.166641 18.714597 -0.7797 -0.3171 -0.1664
H 2.294972 16.385744 29.042412 0.0263 -0.7790 -0.0683
H 5.822874 9.766064 28.742892 0.3843 0.0746 -0.4902
H 7.801495 14.235055 23.723551 -0.1512 -0.1163 -0.0136
H 10.533140 16.417418 26.232846 -0.2089 -0.2503 -0.8783
H 9.203024 18.481481 29.586077 -0.2552 0.0277 -0.0648
H 9.687170 12.438108 20.011326 -1.4374 0.1111 1.0427
H 2.553637 13.849330 26.341882 0.2726 0.2971 -0.2814
H 14.489831 13.762975 23.800798 0.4598 -0.0924 -0.1587
H 10.548301 13.431063 19.173125 0.7103 0.5171 -0.1635
H 3.604804 8.618002 25.427890 -0.2731 0.2813 0.0206
H 16.221677 9.715798 27.761297 -0.5552 -0.1223 0.9491
H 7.403812 7.052927 27.888663 0.0207 0.0207 -0.1019
H 7.163513 9.646853 30.720722 -0.5726 0.1661 -0.2381
H 7.764075 9.564723 18.684472 -0.1689 0.0034 0.5064
H 12.667367 8.762908 30.893006 -0.5856 -0.2203 -0.0303
H 4.072978 14.126974 29.216963 -0.3161 0.5895 0.3459
H 6.677083 10.472647 23.890670 -0.4531 -0.5820 -0.1726
H 7.504525 13.976686 21.288639 0.0047 -0.1771 0.1058
H 14.425944 9.749720 21.632901 0.3597 0.2428 0.0590
H 1.457664 15.110219 26.956154 0.1073 0.2134 -0.2388
H 9.975372 10.148358 20.784947 -0.0211 -0.2603 -0.5862
H 12.212783 16.781935 24.334077 -0.1080 -0.0527 0.2771
H 9.194116 6.565847 30.197296 -0.0167 -0.0450 0.2084
H 12.604103 14.294082 19.958527 -0.2041 0.0455 -0.2608
H 7.647043 8.459414 16.617031 0.1548 0.0991 -0.0575
H 11.375931 8.177848 19.860615 -0.3112 1.0102 0.1367
H 14.254971 13.876370 29.307219 0.0514 0.3437 -0.5798
H 14.338106 6.953676 29.843590 0.0346 0.0796 -0.0697
H 9.552610 17.265613 23.004961 -0.4728 0.2672 -0.1165
H 8.971171 4.889055 19.901509 0.3414 -0.2755 -0.1540
H 2.145933 13.911508 27.995888 0.0253 0.0936 0.2984
H 10.634467 12.009705 31.594791 0.4056 0.8184 -0.3204
H 10.795925 10.806009 30.154285 0.0751 -0.1747 0.3593
H 13.904456 8.928132 25.037620 0.3406 0.1969 0.8483
H 7.281732 15.601379 20.701388 0.1363 0.4398 0.6371
H 14.025271 6.696122 24.539197 -0.1375 0.1173 -0.1833
H 7.849050 8.282237 24.076529 -0.1603 0.4251 0.1053
H 16.324699 8.238327 26.813698 0.1192 -0.4034 0.1463
H 14.066261 7.025623 28.356031 0.1421 0.8691 -0.7094
H 4.888636 8.936489 29.597824 -0.0992 -0.1995 0.0185
H 9.049221 12.268525 25.590669 0.3682 -0.2919 -1.3238
H 10.317731 16.822562 21.549447 0.2019 -0.1949 0.0347
H 9.243219 10.959493 26.664276 -0.0211 -0.6161 0.4521
H 6.850340 11.376446 25.281010 0.0279 0.2370 0.3523
H 1.739374 16.181888 24.873331 -0.1290 0.3382 0.3918
H 15.381438 10.710247 23.495326 -0.0924 0.1135 0.6819
H 9.289869 5.499873 18.255177 0.0410 0.5346 0.3413
H 3.884669 9.815044 24.077733 -0.4569 0.0893 0.3641
H 1.370676 17.461163 27.120461 -0.0360 -0.1019 -0.0275
H 15.754169 9.529712 24.858994 -0.6341 -0.1040 -0.5762
H 10.151544 17.321606 29.369520 0.5128 -1.0875 -0.7775
H 2.976305 15.582977 23.911325 0.4806 0.0899 -0.1755
H 9.690443 11.565412 32.691744 -0.0502 0.0532 0.2877
H 5.807204 6.492917 27.387140 0.0467 -0.0792 0.1149
H 11.463148 15.669449 20.228324 0.4730 0.1660 -0.2114
H 17.177159 9.986071 25.646978 0.5613 -0.3903 0.2592
H 8.714657 8.676193 25.599860 0.1018 -0.0785 -0.0755
H 2.437136 18.865755 25.741461 0.5197 -0.1857 -1.2668
H 7.052004 15.737236 23.202992 0.0689 0.1839 0.1499
H 11.761186 8.027038 26.844245 0.3851 -0.0569 -0.4263
H 12.856764 15.937227 25.690799 -0.1505 0.6125 -0.2437
H 5.521925 6.480381 20.296577 0.0494 0.0366 0.1866
H 9.515899 8.891560 21.887872 0.2635 -0.1078 0.0059
H 10.775433 7.686592 27.941636 -0.1759 -0.3049 0.7645
H 8.359334 13.831760 26.689983 1.3257 -0.3656 0.7802
H 9.350019 9.490685 18.044713 0.5012 0.0992 0.5176
H 8.263919 9.791677 21.132774 -0.1586 0.3458 -0.1277
H 10.624295 11.462127 28.800786 -0.2417 0.8810 -0.5329
H 16.592460 11.357001 22.857355 0.1235 0.0370 0.2342
H 10.391352 14.518544 31.410772 0.4677 -0.3030 -0.9006
H 11.320967 17.584507 27.133022 0.5409 0.4070 0.4877
H 8.102031 4.325083 18.472737 -0.6081 -0.0603 0.2301
H 8.959288 7.341843 17.015919 -0.1296 -0.2217 0.0300
H 13.037729 13.438491 24.080083 -0.4786 0.1180 0.1779
H 5.426891 11.650673 24.339807 -0.1608 -0.1083 -0.0291
H 5.624903 18.149165 25.262859 0.2938 -0.3713 0.0101
H 7.425365 16.296083 27.276371 -0.0531 -0.2812 -0.1256
H 11.660743 16.044408 23.132739 -0.0206 -0.2047 0.3064
H 4.005497 9.887645 27.255144 -0.0201 -0.1787 0.0203
H 5.590016 5.057282 19.279578 0.3752 -0.1274 -0.1194
H 6.139320 7.573642 18.355934 -0.0063 0.2305 -0.2534
H 3.829627 17.103799 28.923563 0.3594 0.0565 -0.3372
H 8.101367 13.067220 29.139240 0.2377 0.0145 -0.4274
H 5.395803 15.320102 28.896269 -0.4405 0.5312 0.1406
H 12.750346 14.225025 31.289752 0.8465 0.6916 -0.3907
H 7.722307 7.405793 22.048853 -0.0648 -0.2432 0.5993
H 12.529546 12.834509 22.280948 0.1401 -0.0281 -0.1768
H 8.981917 7.735847 29.260297 -0.2008 0.5013 0.1837
H 4.610273 18.605221 23.959317 -0.8585 -0.1143 0.1209
H 7.095956 13.271620 26.071898 -0.1463 -0.2255 0.0123
H 8.753540 17.346630 21.335769 -0.6778 0.1319 0.5882
H 9.666822 15.812586 31.106822 -0.0267 0.2554 -0.2925
H 7.278193 5.738132 26.728679 -0.0057 -0.0250 -0.1104
H 8.569949 7.010501 24.972088 0.3194 0.0309 0.1767
H 13.325522 16.249017 27.371266 0.2944 0.8336 -0.0005
H 8.805014 13.069880 30.479679 0.4288 0.0843 0.1031
H 15.820692 14.807221 27.449206 -0.1760 0.0194 0.4523
H 2.284305 18.680350 28.021719 -0.3954 -0.1359 0.3823
H 11.236656 12.208953 24.960178 0.8395 -0.1114 -0.8072
H 4.931625 6.484617 25.447638 -0.2459 0.1849 -0.0004
```
Forces are in eV/Å.

Properties
Highest occupied orbital energy (spin up / spin down) = -2.404 / -2.980 eV
Spin multiplicity = 5
Net charge = -2
Energy = -4820.777410 Ha
Orbital gap (spin up / spin down) = 5.50 / 6.07 eV

Atom charges from the Mulliken analysis, given in e for atoms 1 to 4:
1 Pt 4.71
2 Pt 3.98
3 Mg -1.20
4 O -0.53

This record from the OMol25 dataset describes the molecule C5H8O2. The level of theory is ωB97M-V with the def2-TZVPD basis set.

XYZ file:
```
15
Properties=species:S:1:pos:R:3:forces:R:3
O 1.053316 -1.327855 -0.903229 0.1426 -0.1960 -0.0727
O -2.717902 0.624485 0.640985 0.4538 -0.0794 -0.0537
C 0.598601 1.077163 -0.512329 0.0013 -0.3053 -0.1909
C -0.676455 -0.231424 1.569465 -0.0651 -0.0004 0.0341
C 1.551256 -0.017974 -0.680296 -0.0225 0.3794 0.1481
C -1.542822 0.395529 0.509880 -0.1855 -0.0241 0.1146
C -0.813784 0.723096 -0.821230 0.0058 0.1190 -0.0802
H -1.357745 1.567947 -1.251264 0.0827 -0.1131 0.0805
H -0.240499 -1.155834 1.172646 -0.0830 0.1370 0.0899
H -1.235315 -0.421069 2.486318 0.0320 0.0138 -0.1334
H 0.150504 0.465879 1.770725 -0.1073 -0.0997 0.0229
H 2.314300 0.000843 0.112730 -0.1109 0.0210 -0.1309
H -0.948711 -0.174780 -1.445955 0.0444 0.0924 0.1107
H 2.064459 0.390293 -1.581565 -0.0236 -0.0052 0.0424
H 1.800796 -1.916299 -1.066884 -0.1648 0.0604 0.0183
```
Forces are in eV/Å.

Properties
Relative energy (zero: lowest compared OMol25 entry of this formula, charge and spin) = 391.0 kJ/mol
Highest occupied orbital energy = -8.818 eV
Net charge = 0
Energy = -345.656043 Ha
Orbital gap = 8.65 eV

Atom charges from the natural (NBO) analysis, given in e for atoms 1 to 4:
1 O -0.74
2 O -0.52
3 C 0.15
4 C -0.74